Computed, not measured: a molecular structure, C30H45F9N6O12 in a non-equilibrium geometry, with ωB97M-V/def2-TZVPD.

Structure (XYZ):
```
102
Properties=species:S:1:pos:R:3
C 1.155 34.698 -15.594
C 2.289 34.191 -16.520
O 3.219 33.591 -15.689
C 3.174 32.155 -15.559
O 2.451 31.286 -16.155
C 4.204 31.587 -14.519
F 5.126 30.821 -15.114
F 4.959 32.576 -13.994
F 3.594 30.890 -13.563
H 1.390 35.638 -15.096
H 0.619 33.937 -15.026
H 0.397 35.111 -16.261
H 2.659 35.023 -17.118
H 1.931 33.436 -17.219
C 5.949 27.280 -20.954
C 5.127 28.345 -21.673
O 4.369 27.690 -22.633
C 3.506 28.218 -23.447
O 3.570 29.436 -23.709
C 2.646 27.191 -24.177
F 3.173 27.202 -25.427
F 2.624 25.935 -23.685
F 1.395 27.660 -24.246
H 5.158 26.800 -20.376
H 6.772 27.653 -20.345
H 6.411 26.462 -21.506
H 5.747 29.105 -22.148
H 4.528 28.838 -20.908
C 7.201 28.102 -15.806
C 7.399 29.618 -16.053
O 7.676 30.437 -14.930
C 8.950 30.338 -14.322
O 9.859 29.613 -14.813
C 9.158 31.384 -13.160
F 8.159 32.249 -12.976
F 9.229 30.666 -12.035
F 10.271 32.103 -13.374
H 8.040 27.625 -15.298
H 6.824 27.574 -16.682
H 6.459 27.862 -15.045
H 6.566 29.998 -16.644
H 8.136 29.753 -16.845
C 4.157 29.130 -18.815
O 4.073 30.495 -18.398
C 5.105 31.153 -18.048
O 6.327 30.834 -18.048
O 4.600 32.336 -17.629
C 5.407 33.425 -17.356
H 3.194 28.651 -18.994
H 4.717 28.560 -18.073
H 4.608 29.119 -19.807
H 5.588 33.877 -18.332
H 6.384 33.156 -16.955
H 5.094 34.185 -16.640
C 8.300 30.724 -18.812
O 8.047 31.780 -17.888
C 8.963 32.146 -16.941
O 10.059 31.593 -16.804
O 8.585 33.275 -16.390
C 9.431 34.097 -15.598
H 8.450 31.274 -19.741
H 7.375 30.148 -18.849
H 9.160 30.104 -18.561
H 8.888 34.956 -15.204
H 10.318 34.464 -16.114
H 9.697 33.541 -14.698
C 9.217 34.795 -19.160
C 7.785 34.843 -18.820
N 6.698 34.800 -18.513
H 9.538 35.775 -19.513
H 9.393 34.019 -19.905
H 9.831 34.436 -18.334
C 6.437 32.482 -20.393
C 5.952 31.228 -20.859
N 5.565 30.209 -21.235
H 7.509 32.521 -20.585
H 6.344 32.659 -19.321
H 6.098 33.388 -20.895
C 3.730 34.546 -19.217
C 3.420 34.477 -20.625
N 3.086 34.418 -21.707
H 3.187 33.694 -18.809
H 3.252 35.473 -18.901
H 4.818 34.531 -19.157
C 2.329 29.358 -16.537
C 1.587 28.537 -17.460
N 0.887 27.916 -18.125
H 3.195 29.920 -16.889
H 2.672 28.823 -15.652
H 1.595 30.092 -16.206
C 6.995 28.460 -18.763
C 7.667 27.189 -18.413
N 8.182 26.187 -18.115
H 5.988 28.206 -19.094
H 7.623 28.868 -19.555
H 7.052 29.258 -18.023
C 3.323 25.803 -18.057
C 4.297 26.807 -17.596
N 5.015 27.616 -17.221
H 3.013 26.012 -19.081
H 2.526 25.657 -17.327
H 3.799 24.823 -18.077
```

## Properties
- DFT total energy (hartree) = -3299.4983
- HOMO-LUMO gap (eV) = 8.8